1.
One molecule with the formula C4H6N2S, computed with ωB97M-V/def2-TZVPD.

Summary:
Net charge: 0
F_max, eV Å⁻¹: 4.49
SMILES: N#CN1CCCS1
Energy, a.u.: -663.6417
Gap between HOMO and LUMO, eV: 9.2

```
13
Properties=species:S:1:pos:R:3:forces:R:3:nbo_charge:R:1
N -2.40709 3.63846 0.76110 -0.143 0.111 -0.114 -0.364
C -2.02326 2.55316 0.68617 0.222 -1.313 0.001 0.412
N -1.46085 1.32480 0.71722 1.572 0.411 -0.229 -0.610
C -0.04857 1.21654 0.16330 -3.116 -0.610 -3.123 -0.197
C 0.32141 -0.23604 0.35352 0.353 0.538 0.727 -0.421
C -0.88829 -1.04148 -0.22070 3.341 -2.865 -0.911 -0.608
S -2.29124 -0.18894 0.36302 -1.697 0.500 0.361 0.453
H 0.53612 2.02907 0.43906 1.256 1.010 1.532 0.231
H -0.14111 1.42547 -0.98034 0.106 -0.576 1.489 0.173
H 1.32303 -0.33310 -0.13152 -0.898 -0.727 0.375 0.237
H 0.34249 -0.44305 1.44888 0.448 0.066 -0.734 0.221
H -0.74962 -1.15923 -1.32460 -0.594 0.698 0.625 0.220
H -0.75780 -2.20118 0.08786 -0.851 2.757 0.000 0.255
```
Positions in Å, forces in eV/Å.



2.
A 2-piece molecular cluster, C5H7Cl4OP overall, computed with ωB97M-V/def2-TZVPD.

Summary:
Net charge: 0
F_max, eV Å⁻¹: 0.96
SMILES: O=P(Cl)(Cl)Cl.CC(C)=C=CCl
Energy, a.u.: -2452.1245
Gap between HOMO and LUMO, eV: 9.4

```
18
Properties=species:S:1:pos:R:3:forces:R:3:nbo_charge:R:1
O -2.13685 -0.78910 -1.16779 -0.045 0.034 0.101 -1.032
P -3.20175 -0.53778 -0.20903 0.033 -0.804 -0.529 1.655
Cl -4.44910 0.95260 -0.67783 -0.118 -0.073 0.200 -0.201
Cl -2.59674 -0.29786 1.67435 -0.251 -0.040 0.148 -0.202
Cl -4.45314 -2.11646 -0.09943 -0.011 0.161 0.162 -0.231
C 2.52049 -0.00848 -1.10218 -0.036 0.178 -0.210 -0.627
C 1.50839 0.08815 -0.00586 0.210 0.126 0.194 0.011
C 1.32774 -1.14055 0.84841 -0.210 0.046 0.131 -0.636
C 0.83464 1.17481 0.25184 -0.099 -0.430 -0.006 0.019
C -0.02486 2.10537 0.51133 -0.070 0.320 -0.013 -0.285
Cl -1.61442 2.09054 -0.22454 0.364 0.798 -0.128 -0.038
H 3.51080 -0.16576 -0.67159 0.042 -0.037 -0.021 0.219
H 2.53952 0.89276 -1.71042 0.033 -0.005 -0.034 0.225
H 2.29328 -0.86285 -1.74079 0.016 -0.039 -0.029 0.223
H 2.13126 -1.85032 0.66565 0.018 -0.066 0.043 0.213
H 0.37405 -1.61184 0.60072 0.061 -0.089 -0.023 0.235
H 1.30668 -0.88509 1.90794 0.013 -0.055 -0.028 0.225
H 0.13002 2.96185 1.14925 0.051 -0.025 0.043 0.226
```
Positions in Å, forces in eV/Å.



3.
C25H59N8O9Zr as an isolated structure, computed with ωB97M-V/def2-TZVPD.

Summary:
Net charge: +3
F_max, eV Å⁻¹: 10.34
Energy, a.u.: -2148.9980
Gap between HOMO and LUMO, eV: 1.8

```
102
Properties=species:S:1:pos:R:3:forces:R:3:mulliken_charge:R:1
Zr 2.66029 -2.31809 -1.61298 -6.082 4.904 6.779 1.692
C 0.22756 -0.29747 0.08360 0.075 0.961 0.904 -0.117
O 1.01634 -1.17517 -0.63930 3.962 -2.667 -3.000 0.599
H -0.80693 -0.63714 0.13407 -0.066 -0.208 -0.107 -0.019
H 0.59354 -0.07148 1.08515 0.192 -0.894 0.461 0.297
H 0.23681 0.73121 -0.27671 -0.142 0.013 -1.099 -0.151
C 0.60808 -1.26573 -4.49022 -2.565 2.123 -2.707 -0.093
O 0.98774 -1.60150 -3.37058 2.936 -1.211 3.806 -0.667
N -0.36074 -0.31641 -4.71043 2.975 -4.150 1.044 0.250
C -0.98401 -0.33857 -6.00950 -0.350 1.568 -0.525 -0.932
C -0.92764 0.44356 -3.60029 0.729 -0.288 0.149 -0.267
H 1.02698 -1.75384 -5.38380 -0.382 0.263 0.072 0.423
H -2.03353 -0.58878 -5.85458 -0.091 0.443 -0.321 0.317
H -0.60008 -1.00570 -6.78128 0.484 -0.262 0.620 0.397
H -0.76237 0.67746 -6.33609 -1.051 0.061 -0.789 0.352
H -0.73126 -0.11535 -2.68532 -0.294 -0.117 -0.029 -0.196
H -0.33456 1.35255 -3.49982 -0.447 0.364 -0.125 0.076
H -1.99656 0.61573 -3.72620 0.278 0.113 -0.168 0.353
C 4.63622 -0.08819 0.36425 0.311 3.899 0.424 -0.101
O 3.92013 -1.06561 0.11635 -1.750 -3.119 -2.234 -0.699
N 4.38938 0.76944 1.36154 0.334 -2.422 -0.658 0.277
C 3.37006 0.47981 2.37993 0.094 0.059 -0.072 -0.719
C 5.31315 1.84390 1.62515 0.712 0.661 0.049 -0.943
H 5.38998 0.30344 -0.33624 0.139 -0.514 0.250 0.520
H 2.77334 1.39144 2.41092 -0.566 -0.410 0.197 0.407
H 3.74737 0.28270 3.38337 0.706 0.474 -0.079 0.344
H 2.86483 -0.46049 2.15932 -0.423 0.495 -0.527 -0.103
H 4.80643 2.80613 1.69886 -0.250 -0.171 0.415 0.335
H 5.86378 1.58126 2.52844 0.017 0.437 0.054 0.353
H 6.01758 1.99657 0.80748 0.020 -0.388 -0.063 0.375
C -3.79211 3.33422 -3.10461 -0.263 -0.967 1.482 0.111
O -4.66695 2.91384 -2.35434 1.040 0.390 -0.868 -0.527
N -2.54268 3.72807 -2.70873 0.640 -0.561 1.045 0.154
C -1.95405 3.54707 -1.31695 -0.365 0.882 -1.260 -0.724
C -1.61441 4.20413 -3.71741 -0.070 0.870 0.030 -0.960
H -3.85961 3.33126 -4.20354 -0.398 0.310 0.030 0.327
H -0.94893 3.14565 -1.44617 -0.003 -0.473 -0.092 -0.065
H -2.53408 2.96825 -0.59817 -0.335 -0.180 -0.628 0.245
H -1.77142 4.50969 -0.83934 -0.290 0.269 -0.159 0.456
H -1.18893 5.16146 -3.41642 0.227 -0.044 0.238 0.347
H -0.79964 3.51721 -3.94628 0.081 -0.196 0.113 0.223
H -2.11822 4.46545 -4.64799 -0.227 -0.364 0.046 0.398
C -5.64535 0.50881 -0.42804 -1.451 0.871 -0.556 0.191
O -6.37812 0.70506 0.53081 1.634 -0.504 -0.896 -0.524
N -4.31338 0.20979 -0.43366 -0.403 0.139 1.638 0.219
C -3.52952 -0.08981 -1.60783 -0.266 0.860 0.453 -0.501
C -3.62677 0.13885 0.84063 1.362 -0.263 -0.579 -1.157
H -5.96554 0.65432 -1.47135 -0.448 -0.179 0.061 0.272
H -4.12350 -0.03416 -2.52007 -0.186 -0.176 0.199 0.367
H -3.01298 -1.04539 -1.51751 -0.151 -0.375 0.003 0.479
H -2.75689 0.67421 -1.69394 0.184 0.202 -0.023 -0.333
H -4.03474 0.50542 1.78259 -1.196 -0.355 -0.716 0.494
H -3.31473 -0.90291 0.91455 0.222 -0.198 0.680 0.438
H -2.72979 0.75351 0.76498 0.510 0.040 -0.214 0.111
C 4.33554 2.75200 -2.12776 2.295 2.685 -0.304 0.235
O 5.33720 3.33108 -2.57423 -1.803 -1.762 0.563 -0.592
N 3.30387 3.43459 -1.59119 -1.914 0.073 1.583 0.187
C 2.14977 2.79286 -0.93445 -0.233 -0.799 -1.205 -0.798
C 3.17319 4.90001 -1.48690 1.232 0.319 -0.172 -0.996
H 4.26673 1.65626 -2.04517 -0.278 -0.243 -0.157 0.193
H 1.89492 1.87799 -1.46938 0.101 -0.334 -0.195 0.077
H 1.24366 3.39107 -1.03036 0.276 0.368 -0.154 0.458
H 2.17168 2.49853 0.11483 0.836 0.377 0.329 0.194
H 2.47759 5.27666 -2.23682 -0.233 -0.050 0.271 0.322
H 2.91841 5.17047 -0.46219 -0.553 -0.156 -0.113 0.367
H 4.10436 5.44772 -1.63194 0.237 -0.541 -0.380 0.364
C -2.27678 -3.27363 2.49593 -2.501 -0.321 4.187 0.467
O -3.05635 -3.48623 3.47422 2.313 1.358 -2.920 -0.650
N -1.80710 -4.26895 1.76951 1.072 -1.374 -1.229 0.076
C -2.06892 -5.66380 2.15927 -0.315 -0.265 0.410 -0.943
C -0.97807 -4.14445 0.56846 -1.247 -0.607 -0.622 -0.359
H -1.84520 -2.28756 2.26441 -0.280 0.125 -0.174 0.185
H -2.88195 -5.81438 2.86948 0.051 0.886 0.073 0.351
H -1.18266 -6.04038 2.67001 0.138 -0.275 -0.219 0.184
H -2.38052 -6.31664 1.34392 0.502 0.291 -0.447 0.365
H -0.67791 -3.17015 0.18278 -0.045 0.433 0.964 -0.287
H -0.11862 -4.81468 0.58412 0.128 0.025 0.299 0.121
H -1.62493 -4.50639 -0.23071 0.166 -0.287 -0.377 0.461
C 2.42607 -3.83183 1.58752 -1.278 -2.362 2.854 0.106
O 2.35587 -3.30072 0.48627 1.148 2.424 -5.080 -0.189
N 2.30193 -5.12502 1.74475 1.554 1.228 -0.739 0.163
C 2.58403 -6.02157 0.65560 -0.397 -0.603 -1.063 -0.829
C 2.11925 -5.70122 3.03418 0.106 -1.488 1.059 -0.776
H 2.38508 -3.35444 2.57879 0.171 0.881 -0.642 0.271
H 2.71153 -5.52676 -0.30722 -0.392 0.408 0.194 0.108
H 1.72908 -6.68953 0.55077 0.360 -0.419 -0.022 0.375
H 3.54491 -6.52590 0.75785 -0.252 -0.377 0.658 0.346
H 2.20904 -5.02494 3.88429 -0.275 0.349 -0.377 0.343
H 1.15627 -6.21158 3.01665 -0.064 0.081 0.364 0.220
H 2.88061 -6.46393 3.19757 0.012 -0.092 -0.047 0.356
C -1.71869 3.03808 5.61961 -0.918 0.396 -0.530 0.134
O -0.79685 3.62107 6.12526 0.098 -0.012 0.356 -0.507
N -1.60888 2.32915 4.45720 0.567 -1.340 1.310 0.181
C -2.64540 1.44691 3.93479 -0.350 0.601 0.523 -0.863
C -0.27765 2.17337 3.92469 -0.172 0.831 -2.069 -0.957
H -2.78166 3.10652 5.89819 0.116 0.032 0.603 0.316
H -2.26600 0.43123 3.82273 0.057 0.044 -0.417 0.243
H -3.10742 1.88454 3.04985 0.427 -0.255 -0.509 0.260
H -3.51183 1.34994 4.58902 0.275 0.235 0.543 0.416
H -0.40625 2.79763 3.04046 0.822 -0.137 -0.909 0.358
H 0.59753 2.61472 4.40154 -0.724 -0.114 0.943 0.342
H -0.04854 1.16247 3.58754 -0.189 -0.251 0.237 0.199
```
Positions in Å, forces in eV/Å.